1.
The following is a DFT calculation (ωB97M-V/def2-TZVPD) of a molecular structure, C22H20Cl3FeN3O.

```
! RIJCOSX wB97M-V def2-TZVPD def2/J DEFGRID3
* xyz 1 2
Fe 0.711 0.257 -2.951
Cl 1.003 -6.577 -3.682
C 0.567 -4.908 -3.616
C 1.557 -3.944 -3.634
C 1.167 -2.619 -3.583
Cl 2.430 -1.385 -3.607
C -0.159 -2.198 -3.514
O -0.532 -0.912 -3.487
C -1.123 -3.215 -3.482
Cl -2.782 -2.762 -3.365
C -0.772 -4.549 -3.540
H 2.601 -4.219 -3.690
H -1.541 -5.309 -3.522
N -0.633 -0.126 3.947
C -0.251 0.002 5.264
C -0.936 -0.187 6.463
C -0.218 0.039 7.616
C 1.134 0.438 7.586
C 1.804 0.622 6.401
C 1.093 0.398 5.216
N 1.508 0.506 3.907
C 0.465 0.189 3.188
C 0.492 0.181 1.731
C -0.606 -0.158 0.941
C -0.490 -0.137 -0.430
N 0.658 0.199 -1.041
C 1.727 0.517 -0.287
C 1.683 0.523 1.083
H -1.543 -0.398 3.622
H -1.973 -0.493 6.494
H -0.703 -0.093 8.573
H 1.649 0.601 8.523
H 2.840 0.928 6.370
H -1.557 -0.444 1.368
H -1.317 -0.402 -1.077
H 2.639 0.765 -0.816
H 2.553 0.782 1.667
C -2.199 2.111 -3.158
C -0.898 2.771 -2.704
C -0.867 4.249 -3.102
C 0.286 2.053 -3.300
H -3.055 2.618 -2.713
H -2.249 1.053 -2.891
H -2.302 2.178 -4.243
H -0.821 2.715 -1.612
H -0.920 4.354 -4.187
H 0.042 4.742 -2.754
H -1.721 4.772 -2.673
H 1.273 2.383 -2.900
H 0.285 2.087 -4.400
*
```

## Properties
Energy = -3733.88952 Ha
⟨S²⟩ = 0.958
HOMO-LUMO gap (alpha / beta) = 6.62 / 6.92 eV
E_LUMO (alpha / beta) = -0.1648 / -0.1537 Ha

Atom charges from the natural (NBO) analysis, given in e for atoms 1 to 8: 1.1898, 0.0525, -0.0372, -0.2306, -0.1057, 0.0260, 0.2983, -0.7151

---

2.
The following is a DFT calculation (ωB97M-V/def2-TZVPD) of a molecular structure, C22H20ClLaNOPS at a distorted geometry.

```
! RIJCOSX wB97M-V def2-TZVPD def2/J DEFGRID3
* xyz 2 1
La 0.309 -0.109 1.445
Cl -0.676 2.154 2.022
C 0.082 -1.123 -1.024
O -0.338 -1.405 -2.071
P 1.830 0.888 -1.162
C 3.475 0.608 -0.442
C 2.106 0.364 -2.877
C 1.707 2.700 -1.269
C 1.931 1.244 -3.961
C 2.087 0.788 -5.276
C 2.412 -0.551 -5.523
C 2.591 -1.437 -4.445
C 2.446 -0.977 -3.136
H 1.678 2.288 -3.777
H 1.973 1.489 -6.108
H 2.510 -0.917 -6.550
H 2.852 -2.486 -4.619
H 2.597 -1.668 -2.301
C 3.616 0.482 0.958
C 4.868 0.141 1.472
C 6.001 0.076 0.644
C 5.873 0.333 -0.732
C 4.604 0.573 -1.278
H 2.785 0.765 1.653
H 4.938 -0.049 2.545
H 6.979 -0.153 1.078
H 6.769 0.331 -1.362
H 4.514 0.745 -2.358
C 2.840 3.521 -1.157
C 2.683 4.910 -1.244
C 1.416 5.473 -1.446
C 0.293 4.634 -1.572
C 0.426 3.249 -1.487
H 3.837 3.078 -1.038
H 3.565 5.553 -1.186
H 1.306 6.559 -1.510
H -0.696 5.050 -1.760
H -0.429 2.563 -1.576
H 1.832 0.417 3.875
H 1.540 1.079 3.585
S -3.237 -2.386 2.924
C -4.112 -1.589 1.642
C -3.286 -0.802 0.893
N -1.919 -0.927 1.262
C -1.749 -1.783 2.298
H -5.189 -1.606 1.529
H -3.591 -0.081 0.129
H -0.786 -1.985 2.796
*
```

## Properties
Energy = -2211.11762 Ha
HOMO-LUMO gap = 6.77 eV
E_LUMO = -0.2703 Ha

Atom charges from the Löwdin analysis, given in e for atoms 1 to 8: 1.4732, -0.1176, -0.1879, 0.1149, 0.9841, -0.3907, -0.3918, -0.3962